No. 1
10
Properties=species:S:1:pos:R:3:forces:R:3 method="wB97M-V/def2-TZVPD" smiles="O=C1COCO1" gap_ev=10.94 e_lumo_ev=0.71
H -1.540432 0.223636 -1.010304 -0.51 -0.38 0.41
H 0.628727 1.330283 -0.779045 -0.03 -0.10 0.23
H -1.637936 -1.035903 0.465844 -3.36 0.82 1.23
C -1.365607 -0.101140 0.025614 2.24 -1.96 -0.94
C 0.606013 0.784479 0.179744 0.45 0.13 0.08
O -0.215734 -1.368343 -0.201576 0.06 1.42 -0.69
O 2.009495 -1.160205 -0.232240 -0.16 0.16 0.16
O -0.705856 0.812801 0.765737 0.17 -0.52 -0.15
C 0.903311 -0.705020 -0.089951 1.23 0.42 -0.30
H 1.318020 1.219412 0.876173 -0.10 0.02 -0.04

No. 2
18
Properties=species:S:1:pos:R:3:forces:R:3 method="wB97M-V/def2-TZVPD" smiles=CC(C)N1O[C@@H]1C gap_ev=10.24 e_lumo_ev=1.06
H -1.802080 -1.569419 -1.098542 0.13 0.07 0.05
H -0.096278 -1.413706 -1.557406 -0.12 0.00 0.11
H -0.553747 -1.706788 0.140594 -0.04 0.09 -0.13
O 1.309646 0.577213 -1.513233 0.18 -0.07 -0.20
C -1.673566 0.687812 0.712523 0.01 0.02 0.05
C -0.946503 0.329493 -0.581332 -0.13 -0.04 -0.05
H 2.161733 1.660707 0.057445 -0.09 -0.09 0.00
C 1.537605 0.785829 -0.146277 0.11 0.03 0.23
H -2.693463 0.289454 0.683313 0.16 0.05 0.01
H -1.732596 1.772292 0.846629 0.02 -0.15 -0.04
H 1.471794 -1.323937 0.382224 0.03 0.15 0.04
H 1.477017 -0.195503 1.762710 0.04 -0.02 -0.14
C -0.828369 -1.181753 -0.779952 0.05 -0.06 0.02
H -1.546241 0.713994 -1.415786 0.06 -0.05 0.09
H 2.953587 -0.466749 0.832504 -0.16 0.03 -0.03
N 0.268094 1.166425 -0.664855 -0.19 0.04 0.14
C 1.864557 -0.378640 0.753968 -0.04 -0.07 -0.01
H -1.171193 0.253279 1.585467 -0.03 0.07 -0.14

No. 3
52
Properties=species:S:1:pos:R:3:forces:R:3 method="wB97M-V/def2-TZVPD" smiles="O=C(NCCSCc1c(F)cccc1Cl)c1ccc(CN2CCOCC2)cc1" gap_ev=8.95 e_lumo_ev=0.61
C -0.237563 -1.087597 0.511463 0.12 0.19 -0.01
H 7.575997 1.291899 -4.175410 0.03 -0.04 -0.09
H -6.916690 -1.682745 1.533980 -0.07 -0.07 -0.06
C -2.781595 -0.012108 0.434419 -0.04 -0.07 -0.05
C -2.621343 -1.393458 0.443303 0.10 0.01 -0.02
H -5.223641 -1.154248 3.208200 0.08 -0.02 0.08
H 1.620287 4.206750 -0.173609 0.07 -0.08 0.05
C 5.900987 0.984848 -2.890397 0.22 0.35 0.24
C 6.920455 3.065762 -1.376173 -0.12 0.01 0.11
H 3.670924 0.896555 -0.293090 0.11 -0.12 -0.05
N 0.715153 2.330957 -0.136214 -0.20 0.28 0.03
H -0.088706 2.486708 -0.723726 0.02 -0.16 0.07
C -4.549030 -1.841200 2.687523 -0.08 -0.23 0.22
H -3.993708 -3.939650 2.835287 -0.04 0.02 0.06
H -1.198945 -2.993828 0.507447 -0.01 -0.11 0.01
H 2.635273 2.840199 0.334836 -0.10 0.14 -0.11
C 7.070424 1.617538 -3.280613 -0.04 -0.12 -0.10
H 3.340713 3.541893 -1.922765 -0.04 0.15 -0.03
C -0.398101 0.293378 0.480743 -0.13 -0.32 0.09
H -1.834251 1.896107 0.474360 -0.01 0.09 0.00
H -3.521541 -1.504144 2.833194 -0.02 0.04 0.08
O -6.037525 -3.736620 3.038211 -0.09 0.04 0.06
H 1.667856 3.480104 -2.512140 0.05 0.07 -0.05
H 0.762858 -1.490734 0.554101 0.09 -0.02 0.02
H -4.231329 -2.282221 -0.620716 0.01 -0.10 0.06
H 7.291936 3.872056 -0.764433 0.03 0.08 0.08
H 3.956072 -0.355006 -1.524201 0.01 0.03 0.09
C 5.209173 1.364207 -1.738157 0.12 0.08 0.07
H -6.401792 -2.376845 -0.019036 -0.04 0.02 -0.01
C 0.828979 1.135612 0.502282 -0.15 0.28 -0.10
C -6.192229 -2.347365 1.051798 -0.10 -0.27 0.15
S 2.544701 1.316367 -2.378064 0.05 0.09 0.01
C 1.868387 3.158980 -0.374309 0.21 0.13 0.03
C 5.756586 2.416894 -1.009400 0.18 -0.15 -0.28
N -4.876074 -1.773294 1.271034 -0.02 0.00 -0.12
O 1.852315 0.787684 1.061561 0.16 -0.21 0.10
C 2.379177 3.040974 -1.811638 0.12 -0.62 0.09
C -3.832249 -2.287311 0.400177 -0.11 -0.02 0.00
C -6.337214 -3.749144 1.658338 -0.08 0.19 -0.26
H -7.366193 -4.102955 1.575375 0.06 -0.01 -0.09
H -5.673493 -4.457799 1.137578 -0.07 0.01 0.04
H -3.529336 -3.321272 0.631483 0.00 0.06 -0.09
C -1.338497 -1.922139 0.488337 -0.11 0.05 -0.02
H -3.781938 0.392631 0.425586 -0.10 0.05 0.03
Cl 5.291561 -0.304748 -3.861047 -0.02 -0.17 -0.14
H -4.603198 -3.235110 4.354305 0.09 0.00 -0.06
C -4.732174 -3.248387 3.271120 0.22 0.27 -0.02
H 8.486569 3.152066 -2.827411 0.09 0.04 -0.03
C 7.577413 2.658309 -2.523085 -0.11 -0.04 0.06
C 3.930572 0.717444 -1.335683 -0.47 0.26 -0.08
C -1.684320 0.825934 0.452543 0.15 -0.03 -0.04
F 5.128307 2.828071 0.112729 -0.04 -0.05 -0.04

No. 4
16
Properties=species:S:1:pos:R:3:forces:R:3 method="wB97M-V/def2-TZVPD" gap_ev="7.57 / 7.57" e_lumo_ev="0.29 / 0.29"
H -1.416498 0.626609 1.854412 -0.43 0.94 0.21
H 1.841860 -1.255690 -1.956652 -0.56 0.38 -0.87
H -0.704119 1.064941 -1.827313 0.53 1.19 -0.69
O 1.572952 -1.265092 0.000261 -0.35 -0.11 0.77
C -1.106032 -0.769976 -0.765341 -1.77 -1.84 -0.81
H -1.448925 -1.574367 -1.517588 0.79 1.95 0.83
N 0.240720 2.214331 0.446973 0.86 3.77 1.55
H 0.062763 -0.123318 2.063455 1.50 -0.21 0.06
C -0.563418 0.550165 -0.924305 0.13 -1.23 -1.15
C -0.609189 0.180521 1.306009 -3.03 -2.04 -1.16
C 1.951254 -0.768606 -1.000589 1.22 -1.50 0.47
Cl 3.233571 0.385091 -1.003849 0.24 0.97 -0.20
C -1.309150 -0.977588 0.521364 1.39 -0.98 3.05
H -1.611827 -1.886005 1.108472 0.16 0.98 -1.06
N -0.205722 1.066950 0.228567 -1.25 -1.01 0.95
H 0.071760 2.532034 1.466125 0.58 -1.26 -1.96